(1)
Density functional theory data (ωB97M-V/def2-TZVPD) for a 11-piece molecular cluster, H22O11 overall at a distorted geometry.

HOMO level: -7.4 eV
Structure (SMILES): O.O.O.O.O.O.O.O.O.O.O
Strongest force on any atom: 5.86 eV/A
HOMO-LUMO gap: 7.38 eV
Electronic energy: -22874.1060 eV
Energy relative to the best compared isomer or geometry (same formula, charge and spin): 170.8 kcal/mol

Each atom is followed by the atoms it is bonded to, with distances in Å.
Cartesian coordinates (Å):
1 H -0.77 0.22 0.54  O23 0.964
2 H -0.08 -1.07 0.14  O23 0.964
3 H -1.62 -0.50 -1.23  O24 0.964
4 H -1.90 -1.26 0.05  O24 0.964
5 H 2.73 -1.53 2.45  O25 0.964
6 H 2.02 -2.70 1.78  O25 0.964
7 H 4.23 -0.30 0.41  O26 0.964
8 H 4.79 0.87 -0.38  O26 0.964
9 H -3.65 -1.06 -1.81  O27 0.964
10 H -4.34 -2.07 -0.91  O27 0.964
11 H -1.48 3.72 -0.87  O28 0.964
12 H -2.50 4.59 -1.60  O28 0.964
13 H 2.11 -2.42 -3.34  O29 0.964
14 H 0.99 -2.60 -2.33  O29 0.964
15 H 0.07 3.18 0.14  O30 0.964
16 H -0.22 2.52 -1.19  O30 0.964
17 H 3.03 0.41 -0.87  O31 0.964
18 H 1.97 -0.67 -1.00  O31 0.964
19 H -0.69 1.40 3.52  O32 0.964
20 H -0.57 0.89 4.95  O32 0.964
21 H -3.98 -2.07 0.67  O33 0.964
22 H -2.96 -1.96 1.79  O33 0.964
23 O -0.07 -0.12 -0.02  H1 0.964, H2 0.964
24 O -1.45 -1.34 -0.79  H3 0.964, H4 0.964
25 O 2.65 -1.99 1.60  H5 0.964, H6 0.964
26 O 4.25 0.66 0.39  H7 0.964, H8 0.964
27 O -3.47 -1.82 -1.24  H9 0.964, H10 0.964
28 O -1.80 4.63 -0.94  H11 0.964, H12 0.964
29 O 1.74 -2.04 -2.53  H13 0.964, H14 0.964
30 O 0.48 2.95 -0.70  H15 0.964, H16 0.964
31 O 2.07 0.28 -0.91  H17 0.964, H18 0.964
32 O -0.82 0.61 4.06  H19 0.964, H20 0.964
33 O -3.24 -1.53 0.98  H21 0.964, H22 0.964


(2)
Density functional theory data (ωB97M-V/def2-TZVPD) for a 2-piece molecular cluster, C5H12NO2P overall at a distorted geometry.

HOMO level: -8.3 eV
Structure (SMILES): [H]/N=C\PO.C=C(C)OC
Strongest force on any atom: 8.16 eV/A
HOMO-LUMO gap: 8.97 eV
Electronic energy: -20249.4012 eV
Energy relative to the best compared isomer or geometry (same formula, charge and spin): 107.6 kcal/mol

Each atom is followed by the atoms it is bonded to, with distances in Å.
Cartesian coordinates (Å):
1 C -0.38 -1.88 -1.11  N6 1.171, P9 1.994, H18 1.032
2 C -0.64 2.78 1.14  C5 1.530, H10 1.032, H11 1.103, H12 1.108
3 C 0.28 0.19 2.40  O8 1.423, H13 1.044, H14 1.128, H15 1.092
4 C 0.26 1.53 -0.79  C5 1.300, H16 1.117, H17 1.031
5 C 0.16 1.64 0.50  C2 1.530, C4 1.300, O8 1.376
6 N -1.23 -1.15 -0.76  C1 1.171, H19 1.019
7 O 0.98 -3.95 -2.26  P9 1.682, H20 1.024
8 O 0.59 0.44 1.03  C3 1.423, C5 1.376
9 P 0.53 -2.43 -2.80  C1 1.994, O7 1.682, H21 1.467
10 H -1.21 3.21 0.40  C2 1.032
11 H -1.42 2.27 1.74  C2 1.103
12 H -0.11 3.45 1.85  C2 1.108
13 H 0.94 -0.45 2.90  C3 1.044
14 H -0.76 -0.13 2.69  C3 1.128
15 H 0.48 1.09 2.99  C3 1.092
16 H -0.05 2.14 -1.67  C4 1.117
17 H 0.56 0.63 -1.21  C4 1.031
18 H 0.28 -2.28 -0.44  C1 1.032
19 H -1.75 -0.57 -1.42  N6 1.019
20 H 0.71 -4.72 -2.89  O7 1.024
21 H 1.78 -1.82 -2.30  P9 1.467


The lowest HOMO-LUMO gap belongs to which entry?
H22O11


Which value of HOMO-LUMO gap does entry 2 give?
8.97 eV


What is the formula in the second record?
C5H12NO2P